Record 1
Entry from the OMol25 dataset: a molecular structure, C19H20N4OS in a non-equilibrium geometry (wB97M-V/def2-TZVPD).

Values from the calculation:
E_LUMO, eV: 0.6335
Highest occupied orbital energy, eV: -8.05
Charge: 0

XYZ file:
```
45
Properties=species:S:1:pos:R:3:forces:R:3
S 1.7385 -1.7516 -3.0455 -1.40 -0.81 2.58
O 0.7412 -1.9274 0.6163 -5.85 -1.01 -2.43
N -0.9940 0.7379 -1.8944 -2.30 -0.94 0.72
N -1.7115 -2.0427 -0.0149 8.03 -5.44 -3.25
N -0.5936 -0.5102 -2.3343 -6.02 0.97 -1.34
N 1.1199 0.7105 -1.6120 10.76 -10.14 -3.01
C 2.2765 3.6333 2.1119 -2.62 -3.13 -0.97
C 1.9268 2.3808 3.0182 6.14 6.80 0.29
C 1.5518 -3.3373 -1.7044 0.94 2.52 1.95
C -3.2938 0.6231 2.6662 2.59 0.06 11.89
C 0.5919 -0.4806 -2.1858 10.45 -4.05 -1.78
C 0.0991 1.2381 -1.4289 -10.64 9.94 3.64
C -3.7092 0.5699 1.5065 -2.40 -0.62 -11.39
C 0.5669 1.7096 1.3791 -7.14 -10.88 2.11
C -3.0294 -0.1997 0.4605 0.88 -1.86 4.16
C 2.5359 0.9896 -1.3775 -0.79 -0.06 -8.11
C -1.9985 -1.2319 0.9037 -7.44 9.42 3.91
C -1.6088 -1.1635 2.2832 -3.06 0.82 -1.78
C 0.0048 -3.3703 -1.2643 5.16 3.96 2.25
C 1.0648 1.4500 2.5690 3.40 4.22 1.39
C 1.5036 3.5969 0.8075 3.77 1.30 5.79
C 0.5989 2.6145 0.4940 5.34 4.10 3.40
C -2.3641 -0.3417 3.1588 4.53 -0.80 2.07
C -0.2907 -2.3097 -0.0831 3.57 -1.68 -0.45
C 0.1463 2.4999 -0.7252 -10.56 -0.43 -3.60
H -0.3821 -4.2663 -1.0888 -0.82 -4.38 2.08
H -0.9105 -1.8914 2.5252 1.24 -0.94 1.27
H 1.8206 4.3712 0.2121 0.13 1.66 -1.98
H 2.7366 1.9547 -1.9077 -0.08 -0.46 0.82
H -4.6111 1.1619 1.2690 0.74 -0.18 -0.43
H -0.2436 0.6839 1.3046 1.95 3.09 -1.13
H -0.5318 -3.2295 -2.0890 -2.27 1.92 -3.67
H -3.3824 -0.2280 -0.5445 -0.13 0.08 -0.55
H -1.7655 -0.4908 4.3457 -2.69 1.12 -3.51
H -2.1229 -2.2609 -0.9087 -0.66 0.71 0.25
H 1.9981 -4.2665 -2.1854 -0.79 1.41 0.51
H 2.7128 2.4280 3.9481 -2.63 -0.84 -1.93
H 2.2684 -2.9018 -0.7280 -2.29 -1.70 -3.00
H 0.9667 0.7678 3.2774 -1.50 -4.03 1.97
H 3.0910 4.4619 2.3533 -2.06 -2.08 -0.50
H 0.3793 3.2335 -1.3307 1.48 3.82 -3.12
H -3.7956 1.3341 3.4171 0.85 -1.30 -1.03
H 3.0922 0.2421 -2.0836 -0.89 1.05 1.85
H 2.8359 1.0110 -0.4531 1.39 -0.17 5.22
H -1.2657 2.8453 -0.4903 3.66 -1.05 -1.16
```
Positions in Å, forces in eV/Å.

Results of the natural (NBO) charge analysis, in e, for atoms 1 through 5:
1. S 0.055
2. O -0.619
3. N -0.337
4. N -0.621
5. N -0.323

***

Record 2
Entry from the OMol25 dataset: a single C19H20O molecule in a non-equilibrium geometry (wB97M-V/def2-TZVPD).

Values from the calculation:
E_LUMO, eV: 0.1656
Highest occupied orbital energy, eV: -7.82
Charge: 0
SMILES string: CC(=O)c1cc2c(c3ccccc13)CC[C@H]1CCC[C@@H]21

XYZ file:
```
40
Properties=species:S:1:pos:R:3:forces:R:3
O -2.7604 2.3264 -2.0038 -0.15 0.01 1.00
C 0.0273 1.0852 -0.8436 -1.25 0.18 -3.75
C -0.9255 3.7771 -2.0957 -0.71 1.55 1.20
C 1.6206 -0.1520 2.3096 0.77 -0.16 -0.49
C 0.9140 0.4029 -0.0857 -0.21 0.26 5.29
C 0.7785 0.6449 1.3232 0.07 -1.52 0.06
C -0.2845 1.4344 1.8597 0.56 0.27 -2.06
C -0.9982 1.9090 -0.4481 1.43 -1.05 0.10
C -2.2789 2.8076 1.4564 0.79 -0.51 -0.50
C -1.1066 2.0643 0.8960 -4.01 2.18 3.46
C -1.6322 2.4721 3.6838 3.51 -3.31 2.92
C 3.0095 -1.0281 0.4099 0.20 -0.33 2.21
C 2.3831 -2.9397 -0.6950 -2.89 -2.93 -0.43
C -1.7367 2.6795 -1.4552 -0.15 -0.59 -2.78
C 3.0841 -0.2880 1.7259 -2.03 -0.65 1.52
C 1.8707 -0.6064 -0.5682 1.48 0.04 -1.66
C 1.2592 -1.9798 -1.0468 -0.79 1.09 -0.75
C -2.4511 3.0295 2.8168 -3.08 1.74 -4.31
C 2.8559 -2.5685 0.6427 0.75 0.53 0.54
C -0.6012 1.6448 3.2005 -0.60 0.64 1.89
H 3.5917 0.6639 1.6619 -0.33 0.62 -0.24
H 4.0051 -0.8015 0.0908 0.52 -0.42 -1.51
H 1.8869 -3.9449 -0.5544 0.91 0.45 -0.98
H 2.0830 -2.8830 1.4139 0.90 0.76 -0.74
H -3.1377 3.0742 0.8127 0.92 0.10 0.06
H 1.1148 -1.1667 2.5473 0.99 1.49 -0.45
H 3.1439 -2.9259 -1.4770 0.02 -0.17 0.17
H -1.8222 2.4403 4.7816 0.26 0.37 -1.00
H 3.6900 -0.8323 2.4633 -0.08 -0.24 -0.31
H 3.7944 -3.1406 0.8440 -0.50 0.86 0.28
H 1.7128 0.4046 3.2366 -0.22 -0.09 0.24
H -1.5287 4.7074 -2.0383 0.18 -0.46 -0.40
H -3.3577 3.5855 3.0536 0.27 -0.13 0.43
H 1.0902 -1.9943 -2.1389 0.10 0.23 0.37
H -0.6364 3.5854 -3.1221 -0.09 -0.24 -0.05
H 0.2052 -2.1655 -0.6431 1.67 0.03 0.13
H 0.0577 0.8567 -1.9114 0.18 0.25 -0.12
H -0.0596 1.1219 3.9625 0.39 -0.21 0.15
H -0.0860 3.9733 -1.4561 0.79 0.11 -0.07
H 2.3922 -0.1069 -1.4426 -0.56 -0.75 0.59
```
Positions in Å, forces in eV/Å.

Results of the natural (NBO) charge analysis, in e, for atoms 1 through 5:
1. O -0.512
2. C -0.166
3. C -0.718
4. C -0.457
5. C -0.049

***

Record 3
Entry from the OMol25 dataset: a molecular structure, C19H21BCaN2O2 in a non-equilibrium geometry (wB97M-V/def2-TZVPD).

Values from the calculation:
E_LUMO (alpha / beta), eV: 0.0811 / 0.5413
Highest occupied orbital energy (alpha / beta), eV: -4.51 / -3.86
Charge: 0

XYZ file:
```
46
Properties=species:S:1:pos:R:3:forces:R:3
Ca -1.2733 0.5708 -1.2990 3.75 0.92 0.13
O 0.1141 -0.1111 1.8111 -0.24 0.35 -0.06
O -1.6285 1.0426 2.7922 0.09 -0.04 -0.03
N 0.6797 1.3618 -2.4100 -0.96 0.53 0.05
N 0.2890 -1.1512 -1.3200 -0.85 0.06 0.52
C 3.1129 2.1661 -3.4992 0.45 -1.57 0.42
C 0.3749 -1.5968 5.1351 0.06 -0.40 -0.39
C 2.9625 0.8844 -2.9660 0.40 1.02 -0.61
C 0.8195 2.6069 -2.9225 1.29 -0.40 -0.31
C 0.6207 -1.5347 3.7534 -0.23 -0.05 0.14
C -0.2092 -0.7200 3.0070 -0.26 1.10 0.83
C -0.7008 -0.9332 5.7135 -0.62 0.11 -0.01
C 2.4734 -1.8916 -1.9483 0.20 -1.09 0.28
C -3.2163 -0.4249 -0.9504 -2.23 -0.09 -1.16
C 1.4968 -0.8861 -1.9010 0.41 1.77 -0.63
C 2.0210 3.0405 -3.4887 -1.43 0.57 0.28
C 2.2119 -3.1437 -1.3984 0.79 0.98 -0.74
C 1.7231 0.4798 -2.4424 -0.07 -1.83 0.68
C 0.9803 -3.3797 -0.7767 -1.44 0.38 0.61
C 0.0480 -2.3409 -0.7316 1.36 -0.47 -0.61
C -1.2769 -0.0118 3.6023 1.19 -0.07 0.15
C -1.5690 -0.1331 4.9507 0.04 -0.37 -0.12
C -3.4012 0.8228 -1.9627 -2.21 -1.23 0.39
C -0.3759 2.3151 0.9057 0.12 0.57 -0.31
B -0.6764 1.0581 1.7677 -0.55 -0.82 -0.18
H -0.8883 -1.0195 6.7853 0.15 0.00 -0.31
H -4.1973 -0.8698 -0.8135 0.17 -0.15 0.12
H -2.8740 -0.1171 0.0611 0.01 0.16 0.01
H 0.7255 -4.3358 -0.3313 0.15 0.11 -0.03
H 3.7914 0.1829 -2.9454 -0.05 0.31 -0.11
H -0.9150 -2.4478 -0.2229 0.28 -0.09 -0.17
H -1.2417 2.9995 0.8611 0.42 -0.42 -0.05
H -2.9934 0.6008 -2.9648 0.14 0.07 0.20
H -0.0657 3.2504 -2.8695 0.35 -0.14 -0.06
H -4.4755 0.9661 -2.0992 0.30 0.08 -0.10
H 1.0543 -2.1713 5.7621 -0.21 0.06 -0.13
H 1.4583 -2.0340 3.2767 0.00 0.14 0.18
H -2.5625 -1.2071 -1.3896 -0.36 0.08 0.11
H 0.0516 2.1483 -0.1050 -0.07 0.16 0.58
H 2.9691 -3.9242 -1.4540 -0.18 0.16 0.02
H 3.4260 -1.6722 -2.4247 -0.18 -0.29 0.15
H -2.4081 0.4082 5.3854 0.35 -0.02 -0.01
H -3.0437 1.7906 -1.5522 -0.09 0.07 0.11
H 2.0891 4.0436 -3.9046 0.00 -0.22 0.11
H 4.0745 2.4648 -3.9186 -0.29 -0.04 0.13
H 0.4254 2.8533 1.4420 0.04 0.02 -0.08
```
Positions in Å, forces in eV/Å.

Results of the natural (NBO) charge analysis, in e, for atoms 1 through 5:
1. Ca 1.290
2. O -0.654
3. O -0.660
4. N -0.699
5. N -0.698

***

Record 4
Entry from the OMol25 dataset: a single C19H21BrN2O molecule (wB97M-V/def2-TZVPD).

Values from the calculation:
E_LUMO, eV: 0.7458
Highest occupied orbital energy, eV: -8.75
Charge: 0
SMILES string: O=C(Cc1ccc(Br)cc1)N1CCN(Cc2ccccc2)CC1

XYZ file:
```
44
Properties=species:S:1:pos:R:3:forces:R:3
Br -0.3963 -4.1122 2.0682 0.05 0.12 0.13
O -0.9229 3.5065 1.5178 -0.38 0.15 0.14
N 0.7818 2.6228 0.3558 0.06 0.15 -0.30
N 0.2310 0.9928 -1.6013 -0.06 0.13 -0.16
C -0.0334 -2.4017 -2.0429 -0.01 0.06 -0.05
C 0.0344 2.7578 1.4729 0.33 -0.04 0.43
C -0.9149 -0.0013 2.0153 0.16 0.03 0.08
C -1.9369 -3.4699 -1.0491 -0.01 -0.06 -0.03
C -2.0096 -1.1325 -1.5856 0.05 -0.03 -0.04
C -0.0822 0.0471 -2.6572 -0.02 0.07 0.09
C 0.4807 2.3436 -2.0589 0.08 0.03 0.06
C 1.2673 -0.4165 2.9101 -0.13 0.07 -0.01
C -2.6193 -2.2646 -1.0759 -0.11 0.00 -0.05
C -0.6398 -3.5341 -1.5269 -0.02 -0.10 0.01
C -1.1235 -1.3600 1.8728 0.00 -0.16 0.02
C 0.2793 0.4869 2.5362 0.04 -0.18 0.06
C 0.4747 1.9666 2.7031 -0.22 0.19 0.01
C 1.3141 0.5211 -0.7578 0.05 -0.15 0.22
C 1.0753 -1.7790 2.7677 -0.02 -0.14 -0.04
C -0.7146 -1.1934 -2.0845 0.03 -0.07 -0.12
C 0.3470 3.2903 -0.8585 -0.22 0.22 -0.13
C -0.1220 -2.2378 2.2487 -0.02 -0.20 -0.03
C 1.8349 1.6697 0.1225 0.12 -0.25 -0.09
H -3.6329 -2.2093 -0.7041 -0.08 0.01 0.03
H -0.7951 0.5275 -3.3330 0.08 -0.02 -0.02
H -0.1003 -4.4690 -1.4964 0.06 -0.07 0.01
H -0.1546 2.3202 3.5245 0.11 0.07 -0.12
H 2.1532 0.1206 -1.3573 -0.04 0.03 0.02
H -2.4096 -4.3553 -0.6512 -0.05 -0.06 0.04
H 1.5125 2.1994 2.9490 0.00 -0.03 0.00
H -0.6940 3.5811 -0.7050 0.17 -0.02 -0.08
H 2.2292 1.2754 1.0552 0.04 0.06 -0.06
H 1.4766 2.4444 -2.5274 -0.06 -0.01 -0.04
H 0.8170 -0.2237 -3.2411 -0.09 0.02 0.00
H -2.5363 -0.1900 -1.6027 -0.07 0.13 0.00
H 1.8451 -2.4760 3.0616 0.04 -0.06 0.01
H -0.2655 2.6112 -2.8087 0.07 0.01 0.00
H -2.0511 -1.7341 1.4702 -0.03 -0.03 -0.01
H 0.9240 -0.2912 -0.1383 0.14 -0.01 0.00
H 0.9426 4.1971 -1.0185 -0.08 -0.01 -0.02
H -1.6879 0.6919 1.7214 -0.13 0.11 -0.07
H 2.6466 2.1963 -0.3935 -0.01 -0.07 0.11
H 2.1985 -0.0585 3.3265 0.09 0.07 0.02
H 0.9770 -2.4598 -2.4238 0.10 0.02 -0.05
```
Positions in Å, forces in eV/Å.

Results of the natural (NBO) charge analysis, in e, for atoms 1 through 5:
1. Br 0.050
2. O -0.632
3. N -0.435
4. N -0.439
5. C -0.242